Entry 1:
The following is a DFT calculation (ωB97M-V with the def2-TZVPD basis set) of a 2-piece molecular cluster, C2H8N2 overall.

Summary:
SMILES string: C=N.CN

The geometry in XYZ format:
```
12
Properties=species:S:1:pos:R:3:forces:R:3:nbo_charge:R:1
C -1.422424 1.188810 2.114132 -2.0 -2.3 -0.2 -0.045
N -0.606501 1.428804 1.203720 1.8 0.3 0.0 -0.603
H -1.672652 0.106624 1.992748 -0.9 0.7 0.9 0.157
H -2.035521 1.807667 2.829085 1.3 -0.2 -0.4 0.165
H -0.118739 2.294278 1.304549 -0.2 1.4 -0.4 0.329
C 0.337557 -1.241410 -1.479002 0.4 0.2 1.3 -0.445
N 1.825799 -0.677109 -1.529266 -3.1 -0.8 -0.2 -0.830
H -0.396519 -0.603612 -0.894363 1.1 -0.3 -0.7 0.194
H 0.249921 -2.220001 -0.959636 0.8 0.5 -0.1 0.189
H -0.125689 -1.476258 -2.439935 0.6 0.6 -0.3 0.191
H 2.271055 -0.940097 -0.660086 -0.1 0.0 0.1 0.349
H 1.693714 0.332304 -1.481946 0.2 -0.2 0.0 0.350
```
Positions in Å, forces in eV/Å.

Entry 2:
The following is a DFT calculation (ωB97M-V with the def2-TZVPD basis set) of C3H3O3Tl as an isolated structure.

The geometry in XYZ format:
```
10
Properties=species:S:1:pos:R:3:forces:R:3:nbo_charge:R:1
C 0.204711 -0.781412 -1.327003 -1.6 0.3 1.0 -0.251
O -0.347475 0.531693 0.652787 -0.6 0.0 0.7 -0.722
C 0.672581 -0.255283 0.895204 0.7 0.2 -3.1 0.977
C -0.537736 0.429269 -1.078803 1.0 -1.0 -1.7 -0.156
O 1.133791 -0.879752 -0.172699 0.4 0.1 0.4 -0.486
O 1.247311 -0.267613 1.986389 0.5 -0.9 0.5 -0.758
H -0.436829 -1.672516 -1.224762 0.3 0.2 -0.1 0.137
H -0.050397 1.375826 -1.349069 -0.2 -0.1 0.7 0.182
H -1.607844 0.390847 -1.301387 0.3 0.1 -0.1 0.205
Tl -0.278113 1.128940 2.919344 -0.7 1.1 1.6 0.872
```
Positions in Å, forces in eV/Å.

Entry 3:
The following is a DFT calculation (ωB97M-V with the def2-TZVPD basis set) of a 2-piece molecular cluster, C13H17IN3O4S overall.

Summary:
charge: -1

The geometry in XYZ format:
```
39
Properties=species:S:1:pos:R:3:forces:R:3:nbo_charge:R:1
C -2.614228 -2.723372 -4.881562 -0.1 -0.1 0.1 -0.617
C -2.330581 -1.293466 -4.441987 0.0 -0.1 -0.2 -0.437
C -0.933865 -1.061249 -3.878886 0.3 0.2 -0.1 -0.100
I 0.558209 -1.453415 -5.401495 0.0 -0.1 0.1 0.066
N -0.765187 0.302214 -3.450285 -0.2 -0.1 0.1 -0.640
C -0.719767 0.666657 -2.140735 -0.2 -0.5 0.2 0.715
N -1.483561 1.712668 -1.771566 2.4 0.9 -0.3 -0.513
C -1.269385 2.383902 -0.451789 -0.6 -0.1 0.5 -0.238
C -0.611828 1.464724 0.552637 0.4 0.0 -0.5 -0.381
S -0.062681 2.427620 1.951478 -0.5 0.9 -0.1 -0.194
C 0.565086 0.794110 -0.119895 -0.4 -0.4 0.1 -0.293
N 0.083854 -0.025655 -1.278368 -0.9 0.4 0.2 -0.612
H -1.889602 -3.084760 -5.610879 0.0 0.1 0.0 0.221
H -2.621890 -3.413769 -4.035169 0.1 0.0 0.0 0.212
H -3.600622 -2.772940 -5.344981 0.0 0.0 0.0 0.221
H -2.470348 -0.615957 -5.289598 0.0 0.0 0.1 0.207
H -3.055605 -1.002001 -3.674062 0.1 0.1 0.0 0.220
H -0.727146 -1.727960 -3.043294 0.2 0.0 -0.1 0.230
H -0.700061 1.012772 -4.162873 -0.5 0.0 0.0 0.410
H -1.440573 2.405469 -2.517568 -1.0 0.0 -0.1 0.388
H -2.239381 2.689023 -0.057900 -0.1 0.0 -0.2 0.228
H -0.690656 3.298705 -0.599884 0.2 -0.2 -0.1 0.211
H -1.313830 0.685229 0.867184 0.0 0.1 0.1 0.217
H -0.245735 1.331090 2.870924 0.7 -0.7 0.7 0.302
H 1.054478 0.113196 0.586732 0.0 0.2 0.0 0.349
H 1.306453 1.524546 -0.446690 -0.1 0.0 -0.3 0.199
H -0.339284 -0.877591 -0.921870 0.4 -0.3 -0.3 0.414
C 3.460542 -0.451044 3.769186 0.0 0.0 -0.3 -0.533
C 2.181306 -0.249609 3.259764 0.1 0.0 0.5 0.416
C 1.052289 -0.007765 4.294856 0.5 0.0 -0.6 0.399
O -0.095556 0.239890 3.797013 -1.0 0.2 0.1 -0.762
C 1.317947 -0.084258 5.641063 -0.4 0.0 0.0 -0.514
C 2.621177 -0.308553 6.180847 0.2 -0.1 -0.1 0.443
C 3.790298 -0.456252 5.152344 0.1 0.0 0.0 0.424
O 4.943469 -0.577055 5.574680 -0.2 0.0 0.1 -0.639
O 2.871573 -0.380346 7.380935 -0.1 0.0 -0.1 -0.618
O 1.855592 -0.238727 2.041307 0.4 -0.3 0.3 -0.785
H 4.287496 -0.611499 3.084079 -0.1 0.0 -0.1 0.189
H 0.476806 0.040361 6.316207 0.1 0.0 0.1 0.195
```
Positions in Å, forces in eV/Å.

Entry 4:
The following is a DFT calculation (ωB97M-V with the def2-TZVPD basis set) of C54H45CeIN2O10PS2Te as an isolated structure.

Summary:
expectation value of S²: 0.788
charge: -2
2S+1: 2

The geometry in XYZ format:
```
117
Properties=species:S:1:pos:R:3:forces:R:3:lowdin_charge:R:1
Ce 0.806624 -1.760833 0.561580 0.4 3.2 0.3 0.889
O -0.446278 -0.266931 2.533814 -2.1 -0.7 1.1 0.134
C -1.475938 -0.753073 2.850362 2.4 1.6 -0.7 -0.094
C -2.635137 -1.291202 3.225644 -1.4 -1.0 0.3 -0.210
C -3.730610 -0.587859 3.837942 0.5 0.4 -0.1 -0.033
C -4.900015 -1.242740 4.097879 -0.2 0.0 0.0 -0.116
C -5.067046 -2.599578 3.800529 0.0 -0.1 0.0 -0.098
C -4.011844 -3.309841 3.218650 0.0 -0.1 0.1 -0.080
C -2.812259 -2.711037 2.941149 0.7 0.6 -0.4 -0.278
P -1.353487 -3.360007 2.046204 -0.8 -1.2 1.4 1.154
C -0.307564 -3.968663 3.424366 0.1 0.0 0.1 -0.330
C -0.511654 -3.571044 4.743119 -0.1 0.0 -0.2 -0.075
C 0.417951 -3.883147 5.720986 0.0 0.0 0.2 -0.084
C 1.567458 -4.584757 5.402337 0.0 0.0 0.0 -0.087
C 1.773282 -4.986754 4.092276 0.1 -0.1 0.1 -0.060
C 0.850335 -4.684155 3.109028 -0.2 0.0 -0.1 -0.098
C -2.062982 -4.908104 1.379295 0.0 0.1 -0.4 -0.326
C -1.792388 -6.182789 1.861111 0.1 0.2 0.2 -0.063
C -2.367618 -7.293868 1.266870 -0.1 -0.2 0.0 -0.083
C -3.212013 -7.148283 0.179124 0.0 -0.1 0.0 -0.098
C -3.473543 -5.880544 -0.321302 -0.1 -0.1 -0.1 -0.084
C -2.906307 -4.771446 0.277508 0.1 0.1 0.0 -0.084
H -3.611504 0.463252 4.055084 -0.1 0.1 0.0 0.108
H -5.728585 -0.692444 4.528422 0.1 0.0 0.0 0.097
H -6.006698 -3.090603 4.010160 0.0 0.0 0.0 0.088
H -4.142622 -4.357259 2.973446 0.0 0.0 0.0 0.108
H -1.393316 -2.998626 5.005787 0.0 0.0 0.0 0.099
H 0.254827 -3.552796 6.739375 0.0 0.0 0.0 0.098
H 2.310664 -4.792438 6.161943 0.0 0.0 0.0 0.101
H 2.673801 -5.520900 3.828870 0.1 -0.1 -0.1 0.110
H 1.026945 -5.003222 2.087662 0.1 -0.1 0.1 0.080
H -1.122461 -6.312068 2.698832 0.0 0.0 0.0 0.102
H -2.145413 -8.284071 1.648783 0.0 0.1 0.0 0.099
H -3.653400 -8.020727 -0.290085 0.0 0.0 0.0 0.094
H -4.107524 -5.765343 -1.193179 0.0 0.0 0.0 0.099
H -3.096563 -3.776486 -0.106812 0.0 0.0 -0.1 0.115
O 6.057171 -0.794304 3.969973 -1.5 0.0 -0.8 0.088
C 4.977034 -0.787020 3.376037 1.9 0.0 1.1 -0.259
C 4.729514 -0.217992 2.017234 0.9 1.0 -1.2 -0.274
O 5.530112 0.452788 1.362227 -0.9 -0.8 0.7 0.082
C 3.368301 -0.618016 1.641416 -0.1 -0.6 1.2 -0.294
C 2.775825 -1.347217 2.737674 1.6 0.9 -0.6 -0.255
O 1.614446 -1.886885 2.679735 -0.4 -0.1 -0.3 -0.140
C 3.694000 -1.360364 3.875357 -0.8 -0.6 1.3 -0.279
O 3.475136 -1.750714 5.029521 0.2 0.3 -1.2 0.059
O 2.781493 -0.393717 0.531892 -0.4 -0.5 0.1 -0.196
I -1.716852 -3.962741 -4.473353 0.1 0.1 0.1 0.851
C -0.063439 -2.873271 -3.799804 -0.5 0.0 -0.5 -0.701
C 1.013099 -2.649930 -4.623718 0.0 0.1 0.2 -0.125
C 2.087719 -1.939677 -4.095698 -0.1 0.1 0.2 -0.031
C 2.015312 -1.493115 -2.787047 0.3 0.2 -0.2 -0.140
N 0.953258 -1.713569 -2.010636 -0.3 -0.3 -0.2 -0.022
C -0.061526 -2.417195 -2.494611 -0.3 0.3 -0.3 -0.244
H 1.034065 -3.025944 -5.638424 0.0 0.0 0.0 0.096
H 2.969330 -1.765933 -4.695576 0.0 0.1 0.1 0.106
H 2.819363 -0.933247 -2.319779 0.0 -0.1 -0.1 0.116
H -0.904515 -2.586174 -1.829467 0.1 0.0 -0.2 0.106
O 0.247219 -3.771439 0.123574 -1.0 -0.8 -0.1 -0.618
S 1.326355 -4.534826 -0.588196 2.0 -3.6 -2.8 0.129
O 1.519788 -5.841547 0.030030 -0.4 0.8 0.2 -0.376
O 0.979417 -4.638982 -2.013390 0.0 -0.1 1.2 -0.380
S 2.978446 -3.441316 -0.417825 -0.2 0.4 0.7 0.522
C 4.914053 7.138623 -3.497090 -0.1 -0.1 0.1 -0.073
C 4.066594 6.013266 -2.962038 0.0 0.1 0.0 -0.298
C 3.879508 4.835069 -3.664908 0.1 0.2 -0.1 -0.043
C 3.127125 3.789371 -3.142187 -0.2 -0.2 0.0 -0.328
C 2.996640 2.531034 -3.954456 0.0 0.1 0.0 -0.096
C 2.515265 3.878036 -1.884830 0.0 -0.3 0.3 -0.297
Te 1.436807 1.994596 -0.924666 0.8 1.9 -1.0 1.568
N 0.105662 0.399776 -0.074077 0.3 -1.2 0.7 -0.257
C -0.973789 -0.107802 -0.520620 -1.0 1.4 -0.9 -0.642
O -1.481656 -1.205191 -0.060819 0.3 -0.9 0.5 -0.159
C -1.762783 0.460155 -1.674256 0.0 -0.2 -0.1 -0.132
C -1.164421 0.601136 -2.920450 0.1 -0.1 0.0 -0.076
C -1.929064 0.893876 -4.035119 -0.1 0.0 -0.1 -0.086
C -3.297102 1.062294 -3.912398 -0.1 0.0 -0.1 -0.104
C -3.896054 0.951755 -2.668494 -0.2 0.1 0.1 -0.092
C -3.134596 0.650331 -1.553898 0.1 -0.1 0.1 -0.018
C -0.223626 3.325871 -0.550664 0.0 -0.5 0.1 -0.346
C -0.684713 3.478368 0.759728 0.1 -0.1 0.0 -0.309
C -0.074145 2.763806 1.927050 0.1 -0.1 0.0 -0.083
C -1.722907 4.361981 1.034557 -0.1 0.1 -0.1 -0.031
C -2.324849 5.109362 0.038719 0.0 0.1 0.0 -0.287
C -3.418275 6.095807 0.348550 0.1 -0.1 -0.1 -0.066
C -1.880660 4.933574 -1.262647 0.0 0.1 0.1 -0.027
C -0.850547 4.054134 -1.567789 0.1 0.0 -0.3 -0.284
C -0.422481 3.941799 -2.998105 0.0 0.0 0.0 -0.066
C 2.722618 5.072187 -1.180618 -0.1 -0.1 0.2 -0.301
C 2.147636 5.253989 0.194094 0.0 0.1 0.0 -0.071
C 3.475093 6.112349 -1.713633 0.0 0.1 -0.1 -0.041
H 5.157820 6.980055 -4.546831 0.0 0.0 -0.1 0.062
H 5.847747 7.203913 -2.934279 0.1 0.1 0.0 0.072
H 4.399420 8.096559 -3.399958 0.0 0.0 0.0 0.068
H 4.339874 4.730562 -4.642108 0.0 -0.1 -0.1 0.100
H 3.421983 2.664448 -4.949321 0.0 -0.1 -0.1 0.065
H 1.950924 2.243836 -4.047263 -0.1 -0.1 0.0 0.045
H 3.519578 1.718706 -3.453613 0.0 -0.2 0.0 0.068
H -0.096312 0.453374 -3.012515 0.0 0.0 0.0 0.073
H -1.462262 0.978529 -5.007493 0.1 0.0 0.0 0.104
H -3.900581 1.262173 -4.788124 0.0 0.1 0.0 0.091
H -4.968375 1.076315 -2.573232 0.0 0.0 0.0 0.093
H -3.595395 0.527774 -0.583353 -0.1 0.0 0.0 0.116
H 0.581699 1.962252 1.600785 0.0 0.1 0.2 0.007
H -0.853387 2.327654 2.550917 0.0 0.0 0.1 0.070
H 0.495089 3.466325 2.538364 0.1 0.0 0.1 0.087
H -2.051691 4.478366 2.061630 0.0 0.0 0.1 0.111
H -3.586147 6.158249 1.422444 -0.1 0.0 0.0 0.065
H -4.351726 5.796511 -0.130397 -0.1 0.1 0.0 0.072
H -3.152406 7.088543 -0.019439 -0.1 0.0 0.0 0.072
H -2.344999 5.507395 -2.058389 0.0 0.0 -0.1 0.112
H -1.216118 4.270513 -3.668372 -0.1 0.0 0.0 0.077
H -0.164498 2.909852 -3.222725 0.1 0.0 -0.1 0.025
H 0.462671 4.551763 -3.172263 0.1 0.0 -0.1 0.076
H 2.203129 4.308292 0.730751 -0.1 0.0 0.2 0.048
H 1.099312 5.548879 0.133415 -0.1 0.0 0.1 0.076
H 2.694881 6.018647 0.747401 0.0 0.0 0.0 0.071
H 3.617251 7.023694 -1.138876 0.0 0.0 0.1 0.107
```
Positions in Å, forces in eV/Å.

Entry 5:
The following is a DFT calculation (ωB97M-V with the def2-TZVPD basis set) of one molecule with the formula C3H2F2OS2.

Summary:
SMILES string: O=C(S)C(=S)C(F)F

The geometry in XYZ format:
```
10
Properties=species:S:1:pos:R:3:forces:R:3:nbo_charge:R:1
O 1.035927 1.023132 1.205101 -1.2 0.5 -1.3 -0.478
C 0.094204 1.055601 0.457091 -0.3 -2.7 -0.3 0.360
S -1.130869 2.243311 0.095405 1.3 2.2 0.6 0.043
C -0.473077 -0.255169 -0.387004 0.1 -0.9 -0.4 -0.242
S -2.007825 -0.327639 -0.961563 1.8 -0.1 0.6 0.177
C 0.419661 -1.540535 -0.435150 3.1 7.0 7.8 0.535
F 1.809662 -1.181214 -0.447057 -2.6 -0.8 -0.9 -0.341
F 0.260162 -1.935751 0.959389 0.0 -0.1 -2.1 -0.356
H -0.231963 3.227866 0.490162 -0.9 -0.5 -0.1 0.147
H 0.224118 -2.309602 -0.976373 -1.3 -4.7 -3.9 0.155
```
Positions in Å, forces in eV/Å.

Entry 6:
The following is a DFT calculation (ωB97M-V with the def2-TZVPD basis set) of a 2-piece molecular cluster, C33H34NO2 overall.

Summary:
charge: +1

The geometry in XYZ format:
```
70
Properties=species:S:1:pos:R:3:forces:R:3:nbo_charge:R:1
C -1.015835 7.710307 -1.585231 -0.2 -0.1 0.4 -0.259
O -1.158613 7.216028 -0.226472 -0.1 -1.2 -0.4 -0.471
C -1.295262 5.863065 -0.080051 0.1 0.2 -0.3 0.380
C -1.134549 5.334502 1.223716 0.0 0.0 -0.4 -0.260
C -1.099299 3.968368 1.424692 0.2 0.2 0.0 -0.148
C -1.241581 3.068883 0.345309 -0.1 -0.2 0.0 -0.095
C -1.102122 1.622265 0.502248 -0.5 0.1 -0.6 0.231
C -0.225516 1.119061 1.491507 0.5 -0.5 0.5 -0.328
C -0.122968 -0.195369 1.916458 -0.4 1.1 0.2 0.004
C 0.497429 -0.641787 3.131740 0.4 -0.5 0.9 -0.061
C 0.353342 -2.012662 3.495721 0.4 0.7 0.0 -0.165
C 0.936968 -2.501693 4.660590 0.0 0.0 0.0 -0.208
C 1.643402 -1.644069 5.513513 -0.2 0.2 -0.6 -0.143
C 1.747010 -0.284610 5.193623 0.0 0.3 -0.2 -0.214
C 1.182698 0.222200 4.023348 0.1 -0.6 -0.1 -0.156
C -1.924656 0.762694 -0.336251 -0.1 0.0 -0.1 -0.205
C -3.237220 1.155011 -0.724249 0.4 0.1 -0.1 -0.119
C -4.043320 0.331780 -1.474367 0.1 -0.3 -0.2 -0.270
C -3.604697 -0.964278 -1.824028 -0.2 -0.1 0.0 0.387
O -4.444696 -1.712485 -2.589063 1.0 0.0 0.5 -0.468
C -3.926710 -2.990807 -3.047815 -0.3 0.5 0.2 -0.260
C -2.338244 -1.396374 -1.380521 -0.1 -0.1 -0.5 -0.331
C -1.489360 -0.509100 -0.745956 -0.2 -0.1 0.1 -0.066
C -1.491732 3.608378 -0.934143 -0.1 0.1 0.0 -0.144
C -1.541655 4.975759 -1.155505 0.3 0.2 0.4 -0.303
H -0.978120 8.796063 -1.497092 0.0 -0.2 0.0 0.219
H -0.089712 7.333872 -2.035657 -0.2 0.0 0.2 0.192
H -1.873485 7.414656 -2.199979 0.1 0.2 0.2 0.184
H -0.998744 6.030483 2.042307 0.0 -0.1 0.0 0.245
H -0.945989 3.576517 2.433461 -0.1 0.2 -0.3 0.224
H 0.362685 1.861266 2.032300 -0.2 -0.1 -0.2 0.221
H -0.628982 -0.971484 1.377578 -0.3 -0.2 -0.1 0.223
H -0.183634 -2.678769 2.828470 0.0 0.0 0.1 0.226
H 0.867851 -3.566165 4.894229 0.0 0.4 0.0 0.232
H 2.130948 -2.031202 6.403257 -0.1 0.1 -0.1 0.234
H 2.302209 0.386166 5.853348 -0.2 -0.2 -0.2 0.233
H 1.294449 1.271075 3.759338 0.0 -0.2 0.2 0.213
H -3.590252 2.147164 -0.464863 0.0 -0.2 0.1 0.232
H -5.008094 0.673036 -1.836745 0.1 -0.1 0.2 0.245
H -4.736138 -3.431534 -3.628930 0.2 0.0 0.1 0.219
H -3.037834 -2.834365 -3.671259 -0.2 0.0 0.1 0.190
H -3.682418 -3.625055 -2.189707 -0.1 0.0 -0.2 0.186
H -1.991165 -2.407610 -1.586226 0.0 0.4 -0.1 0.248
H -0.448185 -0.783336 -0.614593 -0.1 -0.2 0.0 0.223
H -1.598026 2.941568 -1.786851 0.0 0.1 0.2 0.235
H -1.709963 5.342857 -2.164963 0.1 -0.1 0.3 0.237
C -0.361838 -4.747405 -0.967071 0.1 0.3 0.1 -0.231
C 0.232932 -4.573310 0.287930 -0.1 0.0 -0.3 -0.226
C 1.246691 -3.627462 0.456828 -0.4 -0.2 -0.1 -0.182
C 1.656425 -2.838975 -0.611152 0.6 0.1 0.0 -0.042
C 2.814031 -1.876425 -0.390403 0.7 -0.6 0.7 -0.048
C 4.095045 -2.311844 -1.189798 -0.5 -0.1 0.3 -0.401
C 4.674173 -1.033329 -1.804001 -0.1 0.1 0.1 -0.417
C 3.597848 0.063545 -1.591528 0.2 0.2 -0.9 -0.206
N 2.573052 -0.525199 -0.770642 -0.8 0.4 -0.3 -0.666
C 1.102331 -3.027935 -1.878201 -0.5 -0.3 0.1 -0.215
C 0.083591 -3.975782 -2.048607 0.2 0.1 0.0 -0.220
H -1.171096 -5.471066 -1.103804 0.4 0.2 0.1 0.222
H -0.087671 -5.182386 1.130267 0.0 0.1 -0.1 0.218
H 1.734363 -3.511409 1.426885 -0.1 0.0 -0.3 0.207
H 3.058988 -1.897644 0.686451 0.0 -0.3 -0.1 0.168
H 4.789248 -2.825188 -0.512949 -0.1 0.2 -0.2 0.223
H 3.825445 -3.028026 -1.974324 0.0 0.1 0.2 0.212
H 5.606735 -0.753299 -1.312161 0.0 0.0 -0.1 0.214
H 4.875427 -1.192903 -2.871074 0.1 0.2 0.3 0.219
H 4.032954 0.983131 -1.179572 -0.1 -0.2 0.1 0.185
H 3.154210 0.314232 -2.564178 0.2 0.3 0.0 0.173
H 1.966731 0.065195 -0.207780 0.5 -0.3 -0.1 0.379
H 1.470890 -2.455465 -2.735143 -0.2 -0.1 0.3 0.225
H -0.350721 -4.121319 -3.042211 0.1 0.0 0.3 0.218
```
Positions in Å, forces in eV/Å.

no.,largest force on an atom (eV/Å),DFT total energy (hartree)
1,3.2,-190.43237
2,3.2,-514.22345
3,2.6,-1666.62759
4,5.0,-5125.36812
5,11.0,-1186.77965
6,1.3,-1482.84689